Record 1
{
  "formula": "C2H8FN2",
  "method": "ωB97M-V/def2-TZVPD",
  "spin_multiplicity": 1,
  "homo_lumo_gap_ev": 10.591,
  "relative_energy_kcal_mol": 84.4,
  "lumo_ha": -0.142,
  "total_charge": 1,
  "elements": ["C", "C", "N", "N", "F", "H", "H", "H", "H", "H", "H", "H", "H"],
  "xyz": [[-0.804, 0.708, -0.854], [-0.144, -0.423, -0.239], [-0.306, -0.286, 1.780], [1.372, -0.464, -0.287], [-0.554, 0.984, 1.934], [-0.998, 0.553, -1.891], [-0.258, 1.664, -0.759], [-1.610, 0.854, -0.173], [-0.575, -1.400, -0.589], [-1.121, -0.718, 1.974], [1.688, -0.515, -1.267], [1.644, -1.349, 0.194], [1.667, 0.394, 0.177]]
}

---

Record 2
{
  "formula": "C6H12O",
  "method": "ωB97M-V/def2-TZVPD",
  "spin_multiplicity": 1,
  "homo_lumo_gap_ev": 9.261,
  "relative_energy_kcal_mol": 38.0,
  "lumo_ha": 0.032,
  "smiles": "C=C/C(C)=C/C.O",
  "total_charge": 0,
  "elements": ["C", "C", "C", "C", "C", "C", "H", "H", "H", "H", "H", "H", "H", "H", "H", "H", "O", "H", "H"],
  "xyz": [[0.945, -1.103, 2.135], [1.383, -0.402, 1.098], [0.629, 0.702, 0.437], [1.323, 1.556, -0.614], [-0.610, 1.050, 0.803], [-1.382, 2.275, 0.357], [-0.037, -0.907, 2.546], [1.544, -1.793, 2.705], [2.372, -0.570, 0.680], [0.791, 1.515, -1.558], [2.366, 1.272, -0.743], [1.279, 2.594, -0.273], [-1.170, 0.430, 1.482], [-1.826, 2.114, -0.626], [-0.723, 3.124, 0.297], [-2.153, 2.453, 1.101], [-1.329, -4.881, -3.556], [-1.296, -5.104, -2.622], [-2.107, -4.322, -3.650]]
}

---

Record 3
{
  "formula": "C5H8O2",
  "method": "ωB97M-V/def2-TZVPD",
  "spin_multiplicity": 1,
  "homo_lumo_gap_ev": [8.299, 8.300],
  "relative_energy_kcal_mol": 146.3,
  "lumo_ha": [0.010, 0.010],
  "total_charge": 0,
  "elements": ["C", "C", "O", "C", "C", "O", "C", "H", "H", "H", "H", "H", "H", "H", "H"],
  "xyz": [[1.426, -1.372, 0.541], [-0.051, -1.182, 0.235], [-0.820, -0.427, 1.128], [-1.333, 0.710, 0.443], [-0.174, 1.511, -0.114], [0.994, 0.940, -0.082], [0.975, -0.376, -0.470], [1.779, -1.009, 1.504], [1.884, -2.296, 0.198], [-0.595, -1.972, -0.283], [-1.862, 1.319, 1.183], [-2.052, 0.401, -0.325], [-0.256, 0.914, -1.939], [-0.134, 2.594, -0.048], [0.220, 0.245, -1.972]]
}

---

Record 4
{
  "formula": "C39H43AsBaN4O3Si",
  "method": "ωB97M-V/def2-TZVPD",
  "spin_multiplicity": 1,
  "homo_lumo_gap_ev": 8.562,
  "relative_energy_kcal_mol": 27.5,
  "lumo_ha": 0.010,
  "total_charge": 0,
  "elements": ["Ba", "C", "C", "C", "C", "C", "C", "H", "H", "H", "H", "H", "H", "O", "C", "C", "C", "C", "C", "C", "C", "C", "N", "H", "H", "H", "H", "H", "H", "H", "H", "H", "H", "H", "C", "As", "C", "C", "H", "H", "H", "H", "H", "H", "H", "H", "H", "O", "Si", "C", "C", "C", "C", "C", "C", "C", "C", "C", "C", "C", "C", "C", "C", "C", "C", "C", "C", "H", "H", "H", "H", "H", "H", "H", "H", "H", "H", "H", "H", "H", "H", "H", "N", "C", "O", "C", "C", "N", "C", "N", "H", "H"],
  "xyz": [[-1.306, 0.767, 0.473], [-2.735, -2.038, 3.047], [-1.729, -2.416, 2.167], [-2.038, -2.694, 0.836], [-3.349, -2.600, 0.390], [-4.357, -2.228, 1.276], [-4.052, -1.946, 2.601], [-2.494, -1.819, 4.081], [-0.700, -2.511, 2.500], [-1.243, -2.987, 0.162], [-3.586, -2.813, -0.646], [-5.378, -2.144, 0.925], [-4.837, -1.649, 3.285], [-2.114, 3.662, 0.276], [-2.467, 4.081, -1.063], [-1.211, 4.564, -1.738], [-0.085, 3.533, -1.850], [-0.381, 2.371, -2.768], [0.150, 2.277, -4.047], [-0.144, 1.164, -4.816], [-0.967, 0.174, -4.307], [-1.462, 0.348, -3.028], [-1.179, 1.415, -2.278], [-2.936, 3.513, 0.765], [-3.198, 4.887, -1.010], [-2.933, 3.246, -1.590], [-0.834, 5.429, -1.187], [-1.480, 4.921, -2.737], [0.144, 3.173, -0.839], [0.828, 4.026, -2.189], [0.799, 3.063, -4.414], [0.279, 1.064, -5.808], [-1.203, -0.723, -4.864], [-2.113, -0.399, -2.580], [2.850, 2.158, 1.807], [0.952, 1.830, 2.137], [0.438, 3.655, 2.629], [1.130, 1.103, 3.948], [3.310, 2.650, 2.663], [2.947, 2.788, 0.923], [3.353, 1.212, 1.598], [1.198, 4.075, 3.285], [-0.529, 3.632, 3.128], [0.338, 4.263, 1.731], [1.565, 1.851, 4.609], [1.785, 0.232, 3.912], [0.144, 0.807, 4.300], [0.207, -0.624, -0.444], [1.500, -1.545, -0.831], [1.178, -2.463, -2.425], [-0.128, -2.895, -2.708], [-0.426, -3.617, -3.859], [0.587, -3.920, -4.764], [1.888, -3.505, -4.507], [2.180, -2.787, -3.348], [3.030, -0.495, -1.016], [4.292, -0.844, -0.521], [5.389, 0.004, -0.681], [5.246, 1.214, -1.346], [4.003, 1.578, -1.856], [2.915, 0.733, -1.690], [1.832, -2.789, 0.525], [2.075, -2.313, 1.829], [2.272, -3.177, 2.896], [2.227, -4.554, 2.688], [1.993, -5.051, 1.415], [1.802, -4.174, 0.346], [-0.935, -2.655, -2.020], [-1.443, -3.940, -4.050], [0.362, -4.480, -5.664], [2.677, -3.739, -5.212], [3.203, -2.464, -3.174], [4.425, -1.782, 0.010], [6.356, -0.281, -0.284], [6.096, 1.874, -1.468], [3.883, 2.520, -2.379], [1.954, 1.042, -2.095], [2.113, -1.243, 2.019], [2.457, -2.781, 3.888], [2.376, -5.235, 3.518], [1.956, -6.121, 1.248], [1.620, -4.586, -0.642], [-3.380, 1.881, 4.597], [-3.227, 1.567, 3.298], [-2.083, 1.312, 2.840], [-4.389, 1.555, 2.438], [-5.696, 1.795, 2.966], [-6.697, 2.008, 3.504], [-4.189, 1.204, 1.067], [-3.806, 0.935, 0.004], [-2.575, 1.830, 5.193], [-4.289, 2.031, 5.002]]
}

---

Record 5
{
  "formula": "C2HAlO3",
  "method": "ωB97M-V/def2-TZVPD",
  "spin_multiplicity": 1,
  "homo_lumo_gap_ev": [6.064, 9.297],
  "relative_energy_kcal_mol": 32.0,
  "lumo_ha": [-0.536, -0.507],
  "total_charge": 2,
  "elements": ["O", "O", "O", "C", "C", "Al", "H"],
  "xyz": [[-1.679, 0.423, -0.053], [1.134, -1.487, 0.119], [0.271, 0.937, -0.065], [-0.113, -1.504, -0.046], [-0.568, -0.027, -0.435], [1.880, 0.186, 0.103], [-0.924, 1.471, 0.377]]
}

---

Record 6
{
  "formula": "C34H60InN2O2Si",
  "method": "ωB97M-V/def2-TZVPD",
  "spin_multiplicity": 1,
  "homo_lumo_gap_ev": 8.237,
  "relative_energy_kcal_mol": 54.9,
  "lumo_ha": -0.064,
  "total_charge": 1,
  "elements": ["O", "O", "C", "C", "H", "H", "H", "H", "H", "C", "C", "H", "H", "H", "H", "H", "C", "C", "C", "H", "H", "H", "H", "H", "C", "H", "H", "H", "H", "H", "H", "N", "C", "C", "C", "C", "H", "H", "H", "C", "H", "H", "H", "N", "C", "C", "C", "C", "H", "C", "H", "C", "H", "C", "C", "C", "C", "C", "C", "H", "C", "H", "C", "H", "C", "C", "In", "H", "H", "H", "H", "H", "H", "H", "H", "H", "H", "H", "H", "H", "C", "Si", "H", "H", "C", "C", "C", "H", "H", "H", "H", "H", "H", "H", "H", "H", "C", "H", "H", "H"],
  "xyz": [[0.583, -1.638, -2.937], [0.291, -2.986, -1.157], [0.150, -1.212, -4.242], [-0.083, 0.286, -4.384], [-0.734, -1.812, -4.489], [0.973, -1.538, -4.886], [-0.681, 0.751, -3.612], [-0.616, 0.452, -5.362], [0.887, 0.820, -4.509], [1.937, -1.158, -2.568], [2.986, -2.065, -3.146], [2.003, -1.095, -1.471], [1.983, -0.122, -2.963], [2.882, -3.083, -2.746], [3.973, -1.689, -2.855], [2.964, -2.097, -4.229], [0.952, -3.789, -0.088], [-0.337, -3.995, -2.057], [2.005, -2.943, 0.572], [1.379, -4.681, -0.613], [0.158, -4.194, 0.604], [2.849, -2.737, -0.116], [2.437, -3.499, 1.426], [1.577, -2.002, 0.943], [0.697, -4.653, -2.945], [-1.178, -3.536, -2.589], [-0.755, -4.728, -1.312], [1.137, -3.907, -3.632], [0.180, -5.397, -3.548], [1.482, -5.191, -2.411], [0.136, -2.001, -1.547], [0.357, 2.846, 0.466], [0.493, 3.786, 1.392], [0.203, 3.578, 2.750], [-0.015, 2.349, 3.384], [1.101, 5.125, 1.055], [0.664, 5.615, 0.179], [2.179, 5.046, 0.886], [0.959, 5.805, 1.898], [0.199, 2.304, 4.877], [0.995, 1.598, 5.155], [-0.716, 2.031, 5.423], [0.506, 3.298, 5.220], [-0.363, 1.222, 2.767], [1.055, 3.021, -0.763], [0.385, 3.494, -1.921], [-1.042, 3.964, -1.834], [1.025, 3.512, -3.129], [0.458, 3.864, -4.003], [2.373, 3.138, -3.259], [2.866, 3.181, -4.190], [3.065, 2.736, -2.091], [4.113, 2.475, -2.145], [2.437, 2.701, -0.866], [3.234, 2.330, 0.355], [-0.496, -0.030, 3.423], [-1.763, -0.453, 3.862], [-2.895, 0.503, 4.006], [-1.937, -1.806, 4.176], [-2.907, -2.173, 4.478], [-0.830, -2.697, 4.115], [-0.992, -3.770, 4.330], [0.427, -2.219, 3.798], [1.303, -2.912, 3.820], [0.640, -0.892, 3.467], [1.996, -0.386, 3.119], [-1.276, 1.166, 0.764], [-1.762, 3.137, -1.715], [-1.282, 4.457, -2.794], [-1.214, 4.693, -1.022], [2.736, 1.602, 1.027], [3.488, 3.217, 0.970], [4.182, 1.870, 0.031], [-3.739, 0.003, 4.475], [-3.236, 0.905, 3.051], [-2.631, 1.350, 4.641], [2.240, 0.517, 3.677], [2.096, -0.170, 2.057], [2.753, -1.133, 3.368], [0.316, 4.437, 3.392], [-0.624, -0.670, -0.621], [-2.417, -1.364, -0.423], [0.083, -0.840, 0.192], [-0.246, 0.079, -1.366], [-2.970, -1.731, -2.191], [-3.932, -0.458, 0.343], [-2.374, -2.970, 0.577], [-3.307, -3.118, 1.145], [-1.580, -2.967, 1.334], [-2.267, -3.884, -0.022], [-3.541, -0.877, -2.588], [-3.625, -2.619, -2.242], [-2.100, -1.891, -2.850], [-4.055, 0.581, -0.004], [-3.857, -0.454, 1.438], [-4.866, -0.986, 0.092], [-2.877, 2.621, 0.975], [-3.814, 2.315, 1.497], [-3.131, 2.944, -0.041], [-2.465, 3.497, 1.504]]
}

---

Total energy? In order: -7890.19326; -8462.70544; -9403.48718; -122658.88656; -14802.82007; -56350.27484 eV.